(a)
An isolated ion of composition C5H12NO and charge -1. Source: the OMol25 dataset; level of theory: ωB97M-V/def2-TZVPD.

Positions of all 19 atoms, in Å:
O (3.167, -2.256, 0.396)
N (-0.035, -0.629, -0.580)
C (1.275, -1.245, -0.750)
C (-0.738, 1.718, -0.200)
C (1.841, -2.048, 0.447)
C (-0.074, 0.453, 0.392)
C (-2.257, 1.730, 0.088)
H (1.441, -1.704, 1.434)
H (-0.356, 2.519, 0.445)
H (-2.518, 2.069, 1.086)
H (1.402, -1.934, -1.592)
H (-0.453, 1.814, -1.243)
H (1.926, -0.397, -1.038)
H (0.917, 0.709, 0.775)
H (-2.738, 0.837, -0.309)
H (-2.673, 2.542, -0.536)
H (1.274, -3.036, 0.306)
H (-0.719, -1.338, -0.380)
H (-0.682, 0.196, 1.259)

Summary:
Total charge = -1
LUMO energy = 3.56 eV
Structure (SMILES) = CCCNCC[O-]
Frontier orbital gap = 0.2062 Eh

Charges per atom according to Löwdin partitioning, unit e:
1 O -0.379
2 N -0.092
3 C -0.274
4 C -0.254
5 C -0.585
6 C -0.274
7 C -0.137
8 H 0.069
9 H 0.089
10 H 0.060
11 H 0.094
12 H 0.097
13 H 0.099
14 H 0.112
15 H 0.064
16 H 0.055
17 H 0.071
18 H 0.085
19 H 0.101

---

(b)
C5H12NO as an isolated structure. Source: the OMol25 dataset; level of theory: ωB97M-V/def2-TZVPD.

Positions of all 19 atoms, in Å:
O (-2.220, 1.324, -1.671)
N (1.924, 0.042, 0.967)
C (-0.226, 1.434, -0.204)
C (0.813, -0.707, 0.697)
C (-0.468, -0.059, 0.113)
C (0.634, -2.116, 0.996)
C (-1.417, 2.113, -0.925)
H (1.888, 0.495, 1.914)
H (-1.284, -0.202, 0.846)
H (-0.817, -0.553, -0.771)
H (0.384, -1.180, 1.764)
H (-2.016, 2.680, -0.087)
H (0.724, 1.380, -0.745)
H (1.264, -2.008, -1.727)
H (-0.981, 3.041, -1.533)
H (0.008, 2.085, 0.696)
H (0.699, -2.147, -2.186)
H (1.382, -2.890, 1.167)
H (-0.289, -2.732, 0.689)

Summary:
Total charge = -1
LUMO energy = 3.44 eV
Frontier orbital gap = 0.2067 Eh

Charges per atom according to Löwdin partitioning, unit e:
1 O -0.381
2 N -0.024
3 C -0.239
4 C -0.557
5 C -0.183
6 C -0.008
7 C -0.578
8 H 0.038
9 H 0.123
10 H 0.077
11 H 0.139
12 H 0.069
13 H 0.079
14 H 0.035
15 H 0.079
16 H 0.100
17 H 0.048
18 H 0.073
19 H 0.110

---

(c)
An isolated ion of composition C5H12NO and charge -1. Source: the OMol25 dataset; level of theory: ωB97M-V/def2-TZVPD.

Positions of all 19 atoms, in Å:
O (-1.984, -1.640, 1.826)
N (0.197, 1.036, -0.782)
C (-0.843, -1.239, -0.379)
C (-0.783, -0.054, -1.286)
C (2.493, 1.829, -0.243)
C (-1.123, -0.814, 1.251)
C (1.670, 0.593, -0.424)
H (-1.846, -1.786, -0.497)
H (1.721, -0.048, 0.482)
H (2.196, 2.309, 0.712)
H (-0.244, 1.386, 0.133)
H (-0.460, -0.357, -2.330)
H (2.347, 2.472, -1.115)
H (-1.733, 0.531, -1.236)
H (3.549, 1.757, -0.111)
H (-1.541, 0.117, 1.171)
H (2.110, 0.187, -1.303)
H (-0.086, -0.655, 1.753)
H (-0.003, -1.939, -0.305)

Summary:
Total charge = -1
LUMO energy = 3.71 eV
Structure (SMILES) = CCNCCC[O-]
Frontier orbital gap = 0.2178 Eh

Charges per atom according to Löwdin partitioning, unit e:
1 O -0.368
2 N -0.085
3 C -0.213
4 C -0.276
5 C -0.158
6 C -0.543
7 C -0.279
8 H 0.100
9 H 0.095
10 H 0.073
11 H 0.096
12 H 0.096
13 H 0.066
14 H 0.105
15 H 0.044
16 H 0.017
17 H 0.081
18 H 0.077
19 H 0.074

---

Which structure is the most stable? The one labeled (a).

---

(a)
One molecule with the formula C6H6. Source: the OMol25 dataset; level of theory: ωB97M-V/def2-TZVPD.

Positions of all 12 atoms, in Å:
C (0.263, 1.002, -0.826)
C (-1.342, -0.612, 0.009)
C (-1.015, 0.415, -0.857)
C (0.806, -0.318, 1.073)
C (-0.357, -1.070, 0.926)
C (1.156, 0.680, 0.179)
H (2.152, 1.101, 0.225)
H (-1.718, 0.713, -1.630)
H (0.343, -1.897, 0.718)
H (1.506, -0.694, 1.820)
H (0.548, 1.728, -1.579)
H (-2.341, -1.048, -0.057)

Summary:
LUMO energy = 0.63 eV
Structure (SMILES) = c1ccccc1
Frontier orbital gap = 0.3370 Eh

Charges per atom according to Löwdin partitioning, unit e:
1 C -0.086
2 C -0.091
3 C -0.095
4 C -0.140
5 C -0.129
6 C -0.093
7 H 0.101
8 H 0.101
9 H 0.129
10 H 0.105
11 H 0.101
12 H 0.097

---

(b)
One molecule with the formula C6H6. Source: the OMol25 dataset; level of theory: ωB97M-V/def2-TZVPD.

Positions of all 12 atoms, in Å:
C (0.732, 0.764, -0.461)
C (0.703, -0.856, -0.438)
C (-0.645, -0.921, 0.241)
C (-0.942, 0.667, 0.258)
C (-0.393, 1.458, -0.703)
C (0.527, -1.056, 0.967)
H (-1.474, -1.506, -0.012)
H (1.180, -1.450, -1.189)
H (-1.240, 1.054, 1.224)
H (0.817, -1.994, 1.415)
H (-0.739, 2.493, -0.856)
H (1.559, 1.060, 0.237)

Summary:
LUMO energy = -0.29 eV
Frontier orbital gap = 0.2174 Eh

Charges per atom according to Löwdin partitioning, unit e:
1 C -0.010
2 C -0.223
3 C -0.263
4 C 0.009
5 C -0.052
6 C -0.150
7 H 0.110
8 H 0.121
9 H 0.130
10 H 0.062
11 H 0.127
12 H 0.138

---

Which structure is the most stable? The one labeled (a).

---

(a)
One molecule with the formula C6H6. Source: the OMol25 dataset; level of theory: ωB97M-V/def2-TZVPD.

Positions of all 12 atoms, in Å:
C (1.114, 0.878, 0.422)
C (-2.146, -0.280, -1.494)
C (-3.262, -0.714, -1.632)
C (0.095, 0.617, -0.597)
C (-0.908, 0.206, -1.132)
C (1.669, -0.440, 0.967)
H (1.918, 1.525, 0.072)
H (0.823, -1.072, 1.242)
H (0.611, 1.424, 1.230)
H (2.264, -0.973, 0.221)
H (-4.249, -1.115, -1.659)
H (2.295, -0.285, 1.851)

Summary:
LUMO energy = 0.99 eV
Structure (SMILES) = C#CC#CCC
Frontier orbital gap = 0.3769 Eh

Charges per atom according to Löwdin partitioning, unit e:
1 C -0.256
2 C -0.159
3 C 0.120
4 C -0.018
5 C -0.057
6 C -0.107
7 H 0.105
8 H 0.077
9 H 0.116
10 H 0.078
11 H 0.029
12 H 0.072

---

(b)
One molecule with the formula C6H6. Source: the OMol25 dataset; level of theory: ωB97M-V/def2-TZVPD.

Positions of all 12 atoms, in Å:
C (-1.024, -1.022, -0.981)
C (-1.499, 0.362, -1.196)
C (-0.549, 1.083, -0.318)
C (1.491, 0.616, 1.316)
C (0.382, 0.956, 0.438)
C (-0.388, -1.961, -0.576)
H (-1.422, 0.668, -2.245)
H (1.900, 1.511, 1.782)
H (1.155, -0.072, 2.102)
H (0.212, -2.750, -0.181)
H (-2.542, 0.495, -0.891)
H (2.284, 0.114, 0.750)

Summary:
LUMO energy = 0.99 eV
Structure (SMILES) = C#CCC#CC
Frontier orbital gap = 0.3711 Eh

Charges per atom according to Löwdin partitioning, unit e:
1 C -0.143
2 C -0.200
3 C -0.050
4 C -0.094
5 C -0.103
6 C 0.099
7 H 0.111
8 H 0.073
9 H 0.084
10 H 0.028
11 H 0.111
12 H 0.084

---

Which structure is the most stable? The one labeled (a).

---

(a)
An isolated ion of composition C7H13N2O2S and charge +1. Source: the OMol25 dataset; level of theory: ωB97M-V/def2-TZVPD.

Positions of all 25 atoms, in Å:
S (-3.314, 0.532, -0.276)
O (-2.528, 1.643, -1.166)
O (-3.482, 0.996, 1.070)
N (-1.913, -1.837, -0.115)
N (1.114, -1.151, 0.784)
C (0.556, -1.999, -0.333)
C (0.397, 0.157, 1.090)
C (0.786, 2.000, -0.866)
C (-1.938, -0.651, -0.009)
C (-0.792, -2.726, -0.134)
C (0.931, 1.476, 0.643)
C (2.134, 1.901, -0.203)
H (2.146, -0.948, 0.625)
H (-2.283, 2.534, -0.738)
H (0.604, -1.380, -1.313)
H (2.813, 1.145, -0.818)
H (1.400, -2.638, -0.644)
H (-1.005, -3.483, -0.959)
H (-0.756, -3.201, 0.840)
H (2.685, 2.880, 0.052)
H (1.218, -1.829, 1.561)
H (0.321, 1.269, -1.489)
H (0.619, 2.272, 1.151)
H (0.319, 2.988, -0.922)
H (-0.033, 0.049, 2.169)

Summary:
Total charge = +1
LUMO energy (spin up / spin down) = -4.17 / -4.36 eV
Frontier orbital gap (spin up / spin down) = 0.2872 / 0.2507 Eh

Charges per atom according to Löwdin partitioning, unit e:
1 S 0.920
2 O -0.326
3 O -0.432
4 N 0.020
5 N 0.030
6 C -0.140
7 C -0.012
8 C -0.108
9 C -0.192
10 C -0.161
11 C -0.248
12 C -0.119
13 H 0.194
14 H 0.129
15 H 0.160
16 H 0.140
17 H 0.133
18 H 0.162
19 H 0.124
20 H 0.139
21 H 0.180
22 H 0.077
23 H 0.079
24 H 0.103
25 H 0.149

---

(b)
A 2-piece molecular cluster, C7H13N2O2S overall. Source: the OMol25 dataset; level of theory: ωB97M-V/def2-TZVPD.

Positions of all 25 atoms, in Å:
S (-0.025, -2.350, 2.349)
O (0.833, 0.823, -1.825)
O (0.009, 0.347, 0.778)
N (-0.106, -2.430, -0.304)
N (-1.913, -1.371, 0.525)
C (-1.969, -1.150, -0.873)
C (-0.788, -1.959, 0.830)
C (1.582, 1.276, -0.716)
C (0.895, 1.180, 0.624)
C (-2.715, -0.668, 1.522)
C (-0.714, -1.825, -1.281)
C (3.055, 0.772, -0.703)
H (-3.196, -1.408, 2.026)
H (-3.687, -0.147, 1.079)
H (-0.304, -1.816, -2.345)
H (3.759, 1.565, -1.084)
H (1.412, 0.949, -2.592)
H (-1.963, -0.067, -1.215)
H (-0.760, -1.285, 3.010)
H (-2.089, -0.125, 2.178)
H (-2.895, -1.594, -1.350)
H (3.494, 0.540, 0.314)
H (3.117, -0.109, -1.314)
H (1.315, 1.715, 1.393)
H (1.734, 2.380, -1.009)

Summary:
Total charge = +1
LUMO energy = -4.13 eV
Frontier orbital gap = 0.3511 Eh

Charges per atom according to Löwdin partitioning, unit e:
1 S 0.954
2 O -0.039
3 O 0.014
4 N 0.117
5 N -0.127
6 C -0.104
7 C -0.688
8 C -0.384
9 C -0.097
10 C 0.000
11 C -0.059
12 C -0.025
13 H 0.060
14 H 0.168
15 H 0.162
16 H 0.099
17 H 0.111
18 H 0.174
19 H -0.030
20 H 0.060
21 H 0.176
22 H 0.102
23 H 0.074
24 H 0.115
25 H 0.167

---

Which structure is the most stable? The one labeled (b).

---

(a)
An isolated ion of composition C2H7N2O2 and charge +1. Source: the OMol25 dataset; level of theory: ωB97M-V/def2-TZVPD.

Positions of all 13 atoms, in Å:
O (-1.162, -0.331, -0.025)
O (2.122, 0.786, -0.234)
N (0.839, 0.843, -0.340)
N (0.143, -0.206, -0.104)
C (0.806, -1.527, 0.097)
C (-1.913, 0.922, 0.083)
H (1.354, -1.359, 1.115)
H (-2.024, 1.259, 1.207)
H (1.402, -1.805, -0.815)
H (-1.479, 1.599, -0.665)
H (0.177, -2.375, -0.031)
H (-2.892, 0.600, -0.149)
H (2.629, 1.594, -0.137)

Summary:
Total charge = +1
LUMO energy = -5.15 eV
Structure (SMILES) = CO/[N+](C)=N/O
Frontier orbital gap = 0.3892 Eh

Charges per atom according to Löwdin partitioning, unit e:
1 O -0.030
2 O 0.111
3 N 0.103
4 N -0.159
5 C 0.070
6 C 0.027
7 H 0.160
8 H 0.153
9 H 0.128
10 H 0.098
11 H 0.093
12 H 0.082
13 H 0.162

---

(b)
A 3-piece molecular cluster, C2H7N2O2 overall. Source: the OMol25 dataset; level of theory: ωB97M-V/def2-TZVPD.

Positions of all 13 atoms, in Å:
O (3.181, 0.427, 0.025)
O (-2.076, 0.154, -1.145)
N (1.102, 1.044, -0.244)
N (2.060, 0.134, -0.231)
C (-1.625, 0.838, -0.394)
C (1.650, -1.174, -0.422)
H (0.609, -1.405, -0.491)
H (-5.035, 0.187, 2.110)
H (0.197, 0.731, 0.096)
H (2.087, -1.504, -1.363)
H (1.386, 2.043, -0.175)
H (-5.706, 0.283, 1.889)
H (2.170, -1.758, 0.346)

Summary:
Total charge = +1
LUMO energy = -6.40 eV
Frontier orbital gap = 0.3839 Eh

Charges per atom according to Löwdin partitioning, unit e:
1 O 0.222
2 O 0.131
3 N 0.230
4 N -0.310
5 C 0.036
6 C 0.060
7 H 0.112
8 H -0.004
9 H 0.025
10 H 0.148
11 H 0.194
12 H 0.007
13 H 0.148

---

(c)
C2H7N2O2 as an isolated structure. Source: the OMol25 dataset; level of theory: ωB97M-V/def2-TZVPD.

Positions of all 13 atoms, in Å:
O (0.025, 1.798, 0.408)
O (-2.749, 0.341, 0.510)
N (-1.807, 0.344, 1.114)
N (-0.305, 0.454, 0.153)
C (-0.498, 0.241, -1.234)
C (0.573, -0.466, 0.867)
H (1.604, -0.031, 0.648)
H (0.321, -0.324, -1.626)
H (0.257, -0.526, 1.917)
H (-0.501, 1.163, -1.924)
H (0.620, 1.635, 1.144)
H (-1.471, -0.099, -1.347)
H (0.602, -1.430, 0.514)

Summary:
Total charge = +1
LUMO energy = -6.13 eV
Frontier orbital gap = 0.3464 Eh

Charges per atom according to Löwdin partitioning, unit e:
1 O 0.082
2 O 0.236
3 N 0.212
4 N -0.365
5 C 0.003
6 C 0.018
7 H 0.158
8 H 0.112
9 H 0.118
10 H 0.162
11 H 0.110
12 H 0.070
13 H 0.084

---

(d)
A 2-piece molecular cluster, C2H7N2O2 overall. Source: the OMol25 dataset; level of theory: ωB97M-V/def2-TZVPD.

Positions of all 13 atoms, in Å:
O (1.000, -1.835, 0.006)
O (2.515, 0.170, -0.426)
N (0.486, 0.427, 0.376)
N (1.481, 0.870, -0.103)
C (-1.623, -0.045, -0.578)
C (-0.874, 0.732, 0.566)
H (-1.072, 0.328, 1.562)
H (0.789, -2.428, 0.711)
H (3.362, 0.616, -0.375)
H (-0.977, 1.814, 0.591)
H (-2.654, -0.014, -0.238)
H (-1.365, 0.381, -1.608)
H (-1.067, -1.017, -0.485)

Summary:
Total charge = +1
LUMO energy (spin up / spin down) = -8.33 / -8.34 eV
Frontier orbital gap (spin up / spin down) = 0.2515 / 0.2532 Eh

Charges per atom according to Löwdin partitioning, unit e:
1 O 0.029
2 O 0.160
3 N 0.132
4 N 0.090
5 C -0.016
6 C -0.161
7 H 0.148
8 H 0.023
9 H 0.168
10 H 0.151
11 H 0.089
12 H 0.121
13 H 0.067

---

Which structure is the most stable? The one labeled (b).

---

(a)
An isolated ion of composition C3H11N2O and charge +1. Source: the OMol25 dataset; level of theory: ωB97M-V/def2-TZVPD.

Positions of all 17 atoms, in Å:
O (-0.180, 1.723, 1.746)
N (0.856, -2.009, -0.928)
N (0.484, 0.966, -1.213)
C (-0.405, -1.301, -0.550)
C (-0.839, 0.535, 1.138)
C (0.074, 0.025, 0.055)
H (-0.930, 2.344, 1.942)
H (0.831, -2.526, -1.833)
H (0.824, 1.901, -0.895)
H (-1.864, 0.797, 0.774)
H (-0.989, -1.110, -1.494)
H (1.183, -2.555, -0.223)
H (-1.085, -1.912, 0.013)
H (-0.950, -0.219, 1.973)
H (1.134, -0.232, 0.521)
H (-0.322, 1.079, -1.880)
H (1.253, 0.394, -1.733)

Summary:
Total charge = +1
LUMO energy = -3.48 eV
Structure (SMILES) = NC[C@@H]([NH3+])CO
Frontier orbital gap = 0.3845 Eh

Charges per atom according to Löwdin partitioning, unit e:
1 O -0.091
2 N 0.011
3 N 0.208
4 C -0.213
5 C -0.189
6 C -0.251
7 H 0.112
8 H 0.108
9 H 0.170
10 H 0.142
11 H 0.133
12 H 0.034
13 H 0.117
14 H 0.154
15 H 0.189
16 H 0.171
17 H 0.192

---

(b)
A 2-piece molecular cluster, C3H11N2O overall. Source: the OMol25 dataset; level of theory: ωB97M-V/def2-TZVPD.

Positions of all 17 atoms, in Å:
O (-2.859, 0.481, -0.777)
N (-2.017, -0.898, 0.872)
N (1.005, 0.841, -0.434)
C (1.741, 0.917, 0.878)
C (1.267, -0.512, -0.958)
C (-1.904, -0.067, -0.138)
H (1.640, -0.567, -1.961)
H (1.503, 1.440, -1.020)
H (2.182, -0.973, -0.541)
H (1.320, 0.183, 1.581)
H (-0.958, 0.530, -0.156)
H (-1.079, -1.393, 1.051)
H (0.424, -1.188, -0.614)
H (2.842, 0.651, 0.695)
H (1.598, 1.937, 1.230)
H (-2.938, -1.402, 0.852)
H (-3.768, 0.021, -0.559)

Summary:
Total charge = +1
LUMO energy = -4.41 eV
Frontier orbital gap = 0.3348 Eh

Charges per atom according to Löwdin partitioning, unit e:
1 O 0.187
2 N 0.211
3 N -0.186
4 C -0.107
5 C -0.142
6 C -0.226
7 H 0.082
8 H 0.076
9 H 0.081
10 H 0.073
11 H 0.131
12 H 0.179
13 H 0.070
14 H 0.108
15 H 0.079
16 H 0.167
17 H 0.217

---

Which structure is the most stable? The one labeled (a).